# 1
This record from the OMol25 dataset describes a cluster of 4 separate species, C23H39BrF2N5O9S in total in a non-equilibrium geometry. The level of theory is the ωB97M-V functional and the def2-TZVPD basis.

The LUMO energy comes out at -5.15 eV. The max |F| is 9.3 eV/Å. The value obtained for the frontier orbital gap is 6.7 eV. Its total charge is +1. As for the relative energy (zero: lowest compared OMol25 entry of this formula, charge and spin): 0.0 kJ/mol. The molecular weight is 679.558 u. Its energy is -136663.067 eV.

Last column: Mulliken charge in e.
Atoms and positions in Å:
C (-4.464, 4.079, 3.964)  -1.06
C (-3.717, 4.006, 2.535)  -0.21
C (-3.189, 2.491, 2.325)  -0.98
Br (-1.517, 2.305, 3.390)  -0.05
C (-3.053, 2.049, 0.791)  -0.16
C (-1.874, 2.684, -0.117)  -1.11
N (-0.914, 1.626, -0.637)  0.29
S (0.459, 2.121, -1.562)  1.17
O (-0.048, 3.214, -2.490)  -0.59
O (0.982, 1.018, -2.470)  -0.48
F (1.694, 2.773, -0.647)  -0.22
C (-1.284, 0.370, -0.285)  -0.54
C (-0.551, -1.007, -0.618)  -0.67
C (0.627, -1.218, 0.483)  0.39
N (1.767, -1.875, -0.248)  -0.55
N (1.125, 0.084, 1.041)  -0.53
N (0.253, -2.098, 1.628)  -0.59
C (-2.686, 0.502, 0.535)  1.36
N (-3.661, 0.099, -0.566)  -0.68
C (-3.002, -0.569, 1.693)  -0.53
C (-4.558, -0.775, 2.007)  0.30
O (-4.918, -1.876, 2.506)  -0.50
F (-5.585, 0.198, 1.815)  -0.22
H (-4.078, 3.282, 4.714)  0.35
H (-5.599, 3.897, 3.870)  0.27
H (-4.328, 5.091, 4.479)  0.18
H (-4.498, 4.310, 1.737)  0.30
H (-2.856, 4.772, 2.578)  0.25
H (-3.977, 1.814, 2.842)  0.58
H (-4.000, 2.493, 0.298)  0.67
H (-2.131, 3.515, -0.860)  0.39
H (-1.235, 3.261, 0.667)  0.56
H (-1.339, -1.840, -0.440)  0.36
H (-0.146, -1.085, -1.685)  0.39
H (1.370, -2.789, -0.592)  0.38
H (2.430, -2.153, 0.499)  0.31
H (1.347, -0.069, 2.037)  0.27
H (2.026, 0.268, 0.556)  0.24
H (-0.104, -3.006, 1.293)  0.36
H (-0.397, -1.643, 2.288)  0.18
H (-3.739, -0.927, -0.611)  0.35
H (-4.572, 0.560, -0.436)  0.27
H (-2.597, -1.609, 1.375)  0.30
H (-2.492, -0.334, 2.708)  0.27
O (-6.009, 6.469, 3.396)  -0.55
C (-5.202, 7.365, 3.424)  0.51
O (-4.098, 7.421, 2.628)  -0.29
C (-3.305, 8.556, 2.998)  -0.41
C (-4.259, 9.496, 3.697)  -0.52
C (-5.233, 8.544, 4.356)  -0.41
H (-2.498, 8.218, 3.655)  0.27
H (-2.869, 9.006, 2.104)  0.31
H (-3.762, 10.170, 4.397)  0.33
H (-4.786, 10.107, 2.957)  0.27
H (-4.889, 8.227, 5.344)  0.24
H (-6.234, 8.971, 4.416)  0.30
O (2.202, -3.671, -1.869)  -0.64
C (3.061, -3.659, -2.721)  0.38
O (4.142, -4.480, -2.720)  -0.30
C (5.008, -4.126, -3.807)  0.26
C (4.128, -3.400, -4.794)  -0.69
C (3.119, -2.721, -3.894)  -0.28
H (5.812, -3.492, -3.420)  0.25
H (5.447, -5.029, -4.237)  -0.27
H (4.679, -2.709, -5.435)  0.36
H (3.618, -4.123, -5.438)  0.30
H (3.470, -1.744, -3.552)  0.23
H (2.145, -2.633, -4.376)  0.31
O (6.309, -6.572, -5.148)  -0.69
C (6.784, -7.271, -4.286)  0.66
O (7.900, -6.953, -3.578)  -0.35
C (8.245, -8.047, -2.720)  -0.44
C (6.968, -8.832, -2.544)  -0.48
C (6.270, -8.622, -3.870)  -0.42
H (9.032, -8.634, -3.203)  0.28
H (8.624, -7.663, -1.770)  0.32
H (7.138, -9.882, -2.299)  0.32
H (6.369, -8.392, -1.740)  0.26
H (6.574, -9.363, -4.613)  0.27
H (5.186, -8.611, -3.756)  0.26

# 2
This record from the OMol25 dataset describes a structure of composition C45H36Br2IrN4O2P2Se2. The level of theory is the ωB97M-V functional and the def2-TZVPD basis.

The LUMO energy comes out at -9.76 eV. The max |F| is 0.5 eV/Å. The value obtained for the frontier orbital gap is 5.4 eV. Its total charge is +3. As for the relative energy (zero: lowest compared OMol25 entry of this formula, charge and spin): 296.7 kJ/mol. The molecular weight is 1236.702 u. Its energy is -349476.149 eV.

Last column: Mulliken charge in e.
Atoms and positions in Å:
Ir (-1.221, 0.486, -1.614)  0.42
O (-0.659, 0.870, 0.416)  -0.82
P (0.221, 0.726, 1.638)  1.33
C (0.978, -0.880, 2.048)  -1.91
P (1.278, -2.193, 0.763)  0.97
O (0.050, -2.229, -0.084)  -0.26
C (1.682, -3.650, 1.708)  0.33
C (1.817, -3.691, 3.095)  0.00
C (2.136, -4.886, 3.724)  -0.90
C (2.313, -6.039, 2.975)  -0.48
C (2.176, -6.006, 1.592)  -0.90
C (1.865, -4.817, 0.958)  -0.52
C (2.734, -1.789, -0.215)  -0.20
C (2.504, -1.006, -1.498)  -0.26
C (3.800, -0.341, -2.069)  0.18
C (5.094, -0.795, -1.456)  -1.25
C (5.171, -1.617, -0.412)  -1.05
C (3.953, -2.080, 0.251)  -0.01
C (-0.634, 1.292, 3.093)  0.83
C (-1.519, 2.364, 2.934)  -0.78
C (-2.172, 2.884, 4.037)  -0.89
C (-1.944, 2.345, 5.298)  -0.63
C (-1.065, 1.283, 5.460)  -0.84
C (-0.407, 0.754, 4.360)  -0.26
C (1.600, 1.948, 1.430)  0.20
C (2.273, 2.401, 2.523)  -0.69
C (3.318, 3.343, 2.380)  -0.65
C (3.678, 3.879, 1.147)  -1.17
C (3.000, 3.459, 0.032)  -0.38
C (1.993, 2.416, 0.087)  1.12
H (0.235, -1.361, 2.695)  1.09
H (1.860, -0.675, 2.662)  0.97
H (1.685, -2.804, 3.701)  0.36
H (2.245, -4.916, 4.800)  0.44
H (2.561, -6.968, 3.470)  0.43
H (2.315, -6.908, 1.012)  0.44
H (1.763, -4.792, -0.121)  0.45
H (2.000, -1.630, -2.236)  0.57
H (3.870, -0.527, -3.142)  0.58
H (5.998, -0.428, -1.928)  0.50
H (6.128, -1.932, -0.020)  0.47
H (4.057, -2.656, 1.165)  0.53
H (-1.702, 2.775, 1.949)  0.34
H (-2.861, 3.710, 3.919)  0.49
H (-2.456, 2.754, 6.159)  0.44
H (-0.896, 0.863, 6.442)  0.47
H (0.271, -0.078, 4.504)  0.49
H (2.015, 2.064, 3.519)  0.64
H (3.849, 3.663, 3.270)  0.50
H (4.467, 4.616, 1.081)  0.50
H (3.243, 3.858, -0.946)  0.67
H (1.141, 2.602, -0.581)  -0.44
Br (-6.627, 3.586, 0.763)  -0.04
C (-5.118, 2.723, 0.101)  -0.46
C (-3.987, 3.453, -0.254)  -0.78
C (-2.894, 2.774, -0.746)  -0.48
N (-2.891, 1.444, -0.901)  0.83
C (-3.972, 0.732, -0.537)  0.78
C (-5.106, 1.342, -0.036)  -0.55
C (-3.785, -0.711, -0.707)  0.72
C (-4.734, -1.665, -0.410)  -0.62
C (-4.418, -3.005, -0.610)  -0.58
Br (-5.666, -4.328, -0.222)  -0.06
C (-3.165, -3.335, -1.105)  -1.02
C (-2.269, -2.322, -1.380)  -0.38
N (-2.565, -1.034, -1.183)  0.44
H (-3.962, 4.528, -0.152)  0.57
H (-1.990, 3.287, -1.038)  0.49
H (-5.972, 0.762, 0.248)  0.61
H (-5.706, -1.385, -0.030)  0.62
H (-2.883, -4.363, -1.276)  0.54
H (-1.282, -2.537, -1.758)  0.81
Se (-1.206, 3.256, -3.722)  0.05
Se (0.591, 2.139, -4.662)  0.12
C (1.402, 1.451, -3.072)  0.42
C (2.711, 1.726, -2.971)  -1.46
C (3.549, 1.190, -1.851)  0.56
C (2.691, 1.126, -0.585)  -1.90
C (1.609, 0.172, -1.078)  -0.06
N (0.698, 0.743, -2.079)  0.13
C (-2.315, 1.720, -4.097)  0.40
C (-3.194, 1.810, -5.164)  -0.84
C (-3.737, 0.654, -5.701)  -0.43
C (-3.335, -0.567, -5.182)  -0.97
C (-2.496, -0.580, -4.088)  -0.07
N (-2.031, 0.542, -3.510)  0.78
H (3.182, 2.334, -3.732)  0.55
H (4.479, 1.748, -1.744)  0.88
H (3.277, 0.646, 0.202)  1.39
H (0.969, -0.192, -0.306)  -1.43
H (-3.396, 2.779, -5.598)  0.50
H (-4.416, 0.708, -6.542)  0.47
H (-3.665, -1.505, -5.604)  0.51
H (-2.175, -1.513, -3.657)  0.50

# 3
This record from the OMol25 dataset describes a structure of composition C30H46HfO2P4 in a non-equilibrium geometry. The level of theory is the ωB97M-V functional and the def2-TZVPD basis.

The LUMO energy (spin up / spin down) comes out at -12.90 / -12.90 eV. The max |F| is 9.8 eV/Å. The value obtained for the frontier orbital gap (spin up / spin down) is 4.2 / 4.2 eV. Its total charge is +4. The molecular weight is 741.082 u. Its energy is -74368.039 eV.

Last column: Mulliken charge in e.
Atoms and positions in Å:
P (4.626, -0.046, -1.079)  1.12
C (4.301, 0.468, 0.637)  -1.16
H (5.227, 0.766, 1.161)  0.47
H (3.917, -0.400, 1.180)  0.28
H (3.589, 1.299, 0.782)  0.33
C (5.046, -1.800, -1.163)  -1.22
H (4.924, -2.204, -2.178)  0.40
H (4.417, -2.344, -0.424)  0.35
H (6.108, -1.906, -0.899)  0.45
C (6.094, 0.886, -1.533)  -1.20
H (7.006, 0.334, -1.289)  0.41
H (6.147, 1.831, -0.974)  0.42
H (6.139, 1.083, -2.604)  0.41
P (-1.284, 4.681, -1.420)  0.60
C (-1.196, 4.884, 0.382)  -0.94
H (-1.853, 5.697, 0.695)  0.47
H (-0.158, 5.098, 0.649)  0.38
H (-1.465, 3.959, 0.902)  0.01
C (-0.278, 6.027, -2.133)  -1.17
H (0.102, 5.686, -3.113)  0.30
H (0.592, 6.172, -1.473)  0.37
H (-0.843, 6.963, -2.262)  0.40
C (-3.000, 5.102, -1.872)  -1.21
H (-3.301, 6.024, -1.358)  0.48
H (-3.628, 4.255, -1.556)  0.31
H (-3.112, 5.197, -2.964)  0.37
P (-2.534, -2.697, 0.291)  1.03
C (-3.986, -3.312, 1.221)  -1.44
H (-4.487, -3.959, 0.490)  0.61
H (-4.649, -2.475, 1.470)  0.44
H (-3.735, -3.910, 2.108)  0.35
C (-3.334, -1.827, -1.077)  -0.78
H (-4.372, -2.155, -1.234)  0.55
H (-2.786, -2.002, -2.007)  0.10
H (-3.358, -0.747, -0.920)  0.28
C (-2.079, -4.289, -0.492)  -1.35
H (-2.995, -4.892, -0.548)  0.49
H (-1.340, -4.860, 0.080)  0.39
H (-1.730, -4.109, -1.514)  0.46
Hf (-0.052, 0.447, -2.920)  1.18
C (2.969, -0.085, -1.977)  -0.61
O (1.779, 0.163, -1.766)  -0.55
C (-1.506, 1.557, -1.331)  0.14
O (-2.421, 1.702, -0.608)  -0.25
C (-1.880, 0.597, -4.178)  -0.50
C (-1.219, -0.656, -4.347)  -0.38
C (0.184, -0.700, -4.667)  -0.52
C (0.891, 0.557, -4.839)  -0.22
C (0.211, 1.802, -4.567)  -0.59
C (-1.184, 1.815, -4.270)  -0.44
H (-2.943, 0.666, -3.954)  0.54
H (-1.784, -1.588, -4.303)  0.69
H (0.679, -1.639, -4.963)  0.58
H (1.913, 0.548, -5.233)  0.56
H (0.702, 2.769, -4.700)  0.54
H (-1.714, 2.768, -4.094)  0.49
C (0.636, -2.275, 0.830)  -1.42
P (-0.800, -2.012, 1.909)  1.10
C (-0.303, -2.849, 3.475)  1.01
C (0.704, -2.325, 4.307)  -0.59
C (1.177, -3.050, 5.405)  -0.75
C (0.609, -4.289, 5.722)  -0.52
C (-0.438, -4.785, 4.940)  -0.73
C (-0.887, -4.085, 3.821)  -0.20
C (-0.649, -0.250, 2.384)  0.52
C (-1.780, 0.385, 2.931)  -0.69
C (-1.726, 1.731, 3.291)  -0.70
C (-0.536, 2.456, 3.125)  -0.77
C (0.604, 1.817, 2.630)  -0.62
C (0.555, 0.468, 2.272)  0.04
H (0.586, -3.240, 0.316)  0.55
H (1.511, -2.283, 1.486)  0.56
H (0.737, -1.474, 0.090)  0.18
H (1.128, -1.336, 4.122)  0.31
H (1.972, -2.643, 6.030)  0.43
H (0.961, -4.845, 6.590)  0.44
H (-0.921, -5.722, 5.222)  0.43
H (-1.700, -4.487, 3.215)  0.12
H (-2.706, -0.182, 3.075)  0.45
H (-2.607, 2.215, 3.710)  0.48
H (-0.497, 3.509, 3.401)  0.56
H (1.546, 2.361, 2.538)  0.45
H (1.466, -0.013, 1.919)  0.15

# 4
This record from the OMol25 dataset describes a cluster of 2 separate species, C4H14NO3 in total in a non-equilibrium geometry. The level of theory is the ωB97M-V functional and the def2-TZVPD basis.

The LUMO energy (spin up / spin down) comes out at 0.36 / 0.28 eV. The max |F| is 2.2 eV/Å. The value obtained for the frontier orbital gap (spin up / spin down) is 3.4 / 10.6 eV. As for the relative energy (zero: lowest compared OMol25 entry of this formula, charge and spin): 277.0 kJ/mol. The molecular weight is 124.160 u. Its energy is -12003.633 eV. As for the multiplicity: 2.

Last column: Mulliken charge in e.
Atoms and positions in Å:
C (-0.034, -0.977, 1.656)  -0.54
O (1.038, -0.602, 2.490)  -0.19
C (-0.159, 0.137, 0.511)  0.27
C (0.088, -0.414, -0.961)  -0.31
C (1.532, -0.926, -1.155)  -1.37
O (-0.184, 0.636, -1.836)  -0.27
N (0.810, 1.264, 0.710)  -1.61
H (0.123, -1.965, 1.227)  0.30
H (-0.902, -1.053, 2.300)  0.36
H (1.903, -0.960, 2.245)  0.22
H (-1.147, 0.572, 0.430)  -0.68
H (-0.650, -1.238, -1.008)  0.48
H (1.906, -1.327, -0.213)  0.30
H (2.159, -0.121, -1.547)  0.40
H (1.546, -1.667, -1.960)  0.37
H (-1.112, 0.636, -2.094)  0.21
H (1.433, 1.430, -0.085)  0.53
H (1.435, 0.906, 1.466)  0.75
H (0.234, 2.137, 0.957)  0.84
H (-3.361, 1.112, -0.196)  0.24
H (-3.628, 1.331, -1.825)  0.30
O (-3.029, 1.086, -1.113)  -0.63

# 5
This record from the OMol25 dataset describes an isolated molecule of C16H19ClN4O2 in a non-equilibrium geometry. The level of theory is the ωB97M-V functional and the def2-TZVPD basis.

The LUMO energy comes out at -0.30 eV. The max |F| is 18.9 eV/Å. The value obtained for the frontier orbital gap is 8.0 eV. The molecular weight is 334.807 u. Its energy is -39462.931 eV.

Last column: Mulliken charge in e.
Atoms and positions in Å:
C (-3.205, 2.370, -0.958)  -1.93
C (-2.947, 0.924, -0.678)  1.09
N (-1.768, 0.451, -1.016)  -0.51
C (-1.710, -0.934, -0.695)  0.28
C (-0.681, -1.764, -0.968)  0.16
C (0.614, -1.433, -1.520)  0.34
O (1.635, -2.289, -1.393)  -0.74
N (0.645, -0.042, -1.982)  0.05
C (1.966, 0.216, -2.474)  -1.04
C (2.234, 1.473, -1.230)  -1.41
C (2.351, 0.786, 0.099)  0.64
C (3.295, 0.171, 0.574)  0.31
C (3.486, -0.322, 1.774)  -0.63
C (2.267, 0.150, 2.887)  -2.39
C (0.928, 0.188, 1.925)  -0.60
C (0.980, 1.310, 1.046)  -0.13
C (-1.134, -3.114, -0.136)  -0.36
N (-2.352, -2.974, 0.227)  -0.29
N (-2.716, -1.803, -0.192)  0.22
C (-3.966, -0.934, 0.372)  0.29
O (-4.770, -1.869, 0.716)  -0.82
C (-4.116, 0.260, 0.224)  0.07
Cl (-5.628, 1.059, 0.358)  -0.16
H (-2.471, 2.848, -1.443)  0.48
H (-4.031, 2.418, -1.544)  0.57
H (-3.579, 3.038, 0.088)  0.27
H (-0.223, 0.441, -2.009)  0.43
H (2.733, -0.290, -2.315)  0.67
H (1.851, 0.799, -3.498)  0.30
H (1.543, 2.288, -1.556)  0.36
H (3.317, 1.941, -1.599)  0.30
H (4.197, 0.153, -0.196)  0.05
H (3.172, -1.543, 1.804)  0.14
H (4.403, -0.321, 2.355)  0.44
H (2.584, 0.913, 3.123)  0.97
H (2.235, -0.388, 3.608)  0.86
H (0.737, -0.615, 1.347)  0.37
H (0.248, 0.498, 2.681)  0.44
H (1.173, 2.336, 1.373)  0.47
H (0.135, 1.249, 0.445)  -0.17
H (-0.502, -4.023, -0.263)  0.47
H (-2.932, -3.622, 0.638)  0.15

# 6
This record from the OMol25 dataset describes an isolated molecule of C17H30N4O5S in a non-equilibrium geometry. The level of theory is the ωB97M-V functional and the def2-TZVPD basis.

The LUMO energy comes out at 0.67 eV. The max |F| is 1.1 eV/Å. The value obtained for the frontier orbital gap is 9.6 eV. As for the relative energy (zero: lowest compared OMol25 entry of this formula, charge and spin): 17.3 kJ/mol. The molecular weight is 402.517 u. Its energy is -45149.924 eV.

Last column: Mulliken charge in e.
Atoms and positions in Å:
O (1.334, 0.010, -2.630)  -0.65
C (0.813, 0.131, -1.538)  0.01
N (0.933, -0.785, -0.558)  0.04
C (1.648, -2.022, -0.769)  -0.79
C (0.732, -3.133, -1.294)  -0.53
C (1.538, -4.234, -1.993)  -1.10
N (2.356, -3.717, -3.056)  0.12
C (1.807, -3.134, -4.260)  -0.49
C (2.972, -2.311, -4.817)  -0.54
C (4.206, -3.026, -4.270)  -0.66
C (3.705, -3.681, -2.993)  0.64
O (4.373, -4.116, -2.081)  -0.69
C (-0.042, 1.343, -1.164)  0.40
C (-1.495, 0.891, -0.958)  -0.47
C (-2.344, 2.028, -0.394)  -1.35
N (-1.770, 2.538, 0.839)  0.21
S (-1.904, 1.466, 2.112)  1.18
O (-0.872, 0.465, 2.135)  -0.76
O (-3.257, 0.999, 2.113)  -0.79
N (-1.583, 2.537, 3.347)  0.05
C (-2.674, 3.457, 3.616)  -0.69
C (-3.709, 2.831, 4.555)  -0.51
O (-3.099, 2.351, 5.735)  -0.42
C (-2.121, 1.378, 5.443)  -0.42
C (-1.019, 1.966, 4.559)  -0.74
C (-0.438, 3.076, 0.642)  -1.23
C (0.535, 2.043, 0.074)  -0.61
H (0.419, -0.672, 0.304)  0.14
H (2.418, -1.813, -1.516)  0.31
H (2.131, -2.326, 0.161)  0.38
H (0.156, -3.574, -0.479)  0.42
H (0.028, -2.693, -2.004)  0.33
H (2.224, -4.704, -1.283)  0.39
H (0.855, -4.996, -2.389)  0.35
H (1.493, -3.926, -4.953)  0.39
H (0.947, -2.503, -4.033)  0.23
H (2.913, -1.299, -4.416)  0.13
H (2.957, -2.259, -5.904)  0.43
H (4.553, -3.814, -4.942)  0.30
H (5.043, -2.362, -4.064)  0.33
H (-0.011, 2.035, -2.013)  0.36
H (-1.541, 0.065, -0.247)  0.29
H (-1.910, 0.552, -1.909)  0.51
H (-2.408, 2.861, -1.100)  0.44
H (-3.348, 1.678, -0.156)  0.48
H (-3.125, 3.709, 2.657)  0.35
H (-2.244, 4.355, 4.072)  0.43
H (-4.441, 3.575, 4.875)  0.38
H (-4.215, 2.010, 4.030)  0.31
H (-1.720, 1.051, 6.403)  0.38
H (-2.580, 0.525, 4.920)  0.32
H (-0.311, 1.196, 4.256)  0.37
H (-0.496, 2.767, 5.091)  0.34
H (-0.535, 3.931, -0.034)  0.45
H (-0.093, 3.429, 1.614)  0.50
H (0.742, 1.315, 0.856)  0.25
H (1.473, 2.535, -0.193)  0.50